Below is a molecular structure, C21H20I2N5OReSe, with properties calculated with the ωB97M-V functional and the def2-TZVPD basis.

Atoms and positions in Å:
Re 0.06024 -0.02820 0.14917
I -2.52119 3.06359 -3.14148
C -2.23549 3.21598 -1.11733
C -2.84845 4.21520 -0.37532
C -2.65769 4.35525 1.00440
I -3.58925 5.88071 1.95182
C -1.80989 3.41931 1.71916
C -1.52057 3.45288 3.09051
C -0.68566 2.49802 3.63657
C -0.15532 1.50125 2.82682
N -0.42041 1.43874 1.51713
C -1.22009 2.40108 0.96907
C -1.38229 2.30819 -0.45244
O -0.71992 1.35486 -1.05611
H -3.49431 4.91791 -0.88599
H -1.94251 4.22699 3.71889
H -0.44160 2.50829 4.68963
H 0.48966 0.73396 3.23384
Se 0.28824 -2.52618 2.54196
N -0.50318 -1.77710 1.05053
C -1.55298 -2.55095 0.70558
C -2.44957 -2.34647 -0.36686
C -3.44508 -3.26207 -0.54827
C -3.62035 -4.40842 0.29330
C -2.78443 -4.64288 1.32854
C -1.72095 -3.71015 1.56443
N -0.85946 -3.84186 2.54601
H -2.34564 -1.50029 -1.03453
H -4.13706 -3.12392 -1.36950
H -4.43499 -5.08711 0.08219
H -2.88153 -5.49632 1.98530
C 2.81874 -0.75142 0.04700
C 4.09222 -1.09289 -0.80045
N 3.89547 -0.64436 -2.16021
C 2.77839 -1.33199 -2.76565
C 1.46053 -0.97236 -1.98709
N 1.82591 -0.06754 -0.84911
C 2.43535 1.19564 -1.38669
C 3.70541 0.79818 -2.19831
H 3.04405 -0.07122 0.86852
H 2.35121 -1.66323 0.43281
H 4.27281 -2.16605 -0.79097
H 4.96244 -0.59836 -0.37337
H 2.95220 -2.40584 -2.74628
H 2.67582 -1.02189 -3.80361
H 0.98386 -1.87105 -1.56543
H 0.74961 -0.44125 -2.62114
H 2.66090 1.83351 -0.53240
H 1.68377 1.68088 -2.00647
H 4.58733 1.28317 -1.78422
H 3.60570 1.11777 -3.23399

## Properties
Frontier orbital gap (spin up / spin down)   6.25 / 4.65 eV
Lowest unoccupied orbital energy (spin up / spin down)   -10.6 / -12.2 eV
HOMO (spin up / spin down)   -16.894 / -16.864 eV
Charge   +3
Spin multiplicity   2
E   -115247.3965 eV

Below is 3 unconnected molecules or ions with the total composition C16H32F3N2O2S, with properties calculated with the ωB97M-V functional and the def2-TZVPD basis.

Atoms and positions in Å:
O -7.37918 -1.63879 0.33369
S -7.09791 -3.01750 0.45420
O -7.93509 -3.71034 1.36068
N -5.42332 -3.21980 0.87988
C -4.57545 -2.16746 0.57122
C -3.37170 -2.64524 0.98122
N -3.55453 -3.89810 1.49956
C -4.83002 -4.26281 1.43520
C -7.22120 -3.82165 -1.24565
F -7.37552 -2.86147 -2.12228
F -8.15910 -4.72148 -1.26599
F -6.05068 -4.43428 -1.51051
H -4.83010 -1.22909 0.10316
H -2.44371 -2.09778 0.87046
H -2.78601 -4.45847 1.84806
H -5.29711 -5.19201 1.73260
C -0.44000 4.19804 2.09713
C -0.54901 3.85124 0.61551
C -1.72471 2.93007 0.29263
C -1.66526 1.55251 0.95350
C -0.41411 0.73101 0.64277
C -0.26560 0.39040 -0.83689
H -0.25959 3.31165 2.70829
H 0.38945 4.88578 2.26508
H -1.35271 4.68071 2.45235
H 0.38994 3.40756 0.27155
H -0.67372 4.77723 0.04904
H -1.79077 2.81109 -0.79297
H -2.65524 3.41941 0.59625
H -2.55164 0.98245 0.64196
H -1.74960 1.66598 2.03830
H -0.46455 -0.20461 1.21285
H 0.48070 1.25129 0.99053
H -1.13352 -0.16840 -1.20042
H 0.62010 -0.22799 -0.99340
H -0.15412 1.28627 -1.44787
C 7.29777 -0.56616 -1.77430
C 6.63124 -0.17109 -0.46027
C 5.18053 -0.63824 -0.35196
C 4.22971 -0.04956 -1.39612
C 4.15919 1.47652 -1.42302
C 3.63822 2.08057 -0.12311
H 6.80408 -0.10657 -2.63213
H 8.33945 -0.24251 -1.78340
H 7.28232 -1.64981 -1.90843
H 6.69445 0.91225 -0.32681
H 7.19714 -0.61319 0.36408
H 4.80987 -0.40418 0.65089
H 5.15151 -1.72970 -0.43418
H 3.22521 -0.44798 -1.21182
H 4.51394 -0.40656 -2.39009
H 3.49389 1.77579 -2.23804
H 5.13881 1.89993 -1.65806
H 2.63997 1.69976 0.10958
H 3.57090 3.16621 -0.21275
H 4.29638 1.85909 0.71827

## Properties
Frontier orbital gap   8.09 eV
Lowest unoccupied orbital energy   -4.3 eV
HOMO   -12.403 eV
Charge   +1
E   -43166.0320 eV

Below is 10 unconnected molecules or ions with the total composition C31H71Cl10N3O11P2, with properties calculated with the ωB97M-V functional and the def2-TZVPD basis.

Atoms and positions in Å:
C 4.87266 1.55254 -1.90190
O 4.95125 1.29479 -0.73326
N 5.07353 2.83904 -2.39245
C 5.08005 3.25824 -3.77634
C 5.04803 4.04181 -1.51973
H 4.71720 0.89500 -2.77120
H 5.97467 3.85555 -3.95232
H 4.19542 3.88274 -3.90095
H 5.04674 2.50255 -4.56115
H 4.55072 4.00462 -0.55050
H 6.06157 4.36053 -1.27631
H 4.56222 4.82914 -2.09610
C 6.28326 0.86485 2.25802
O 7.11085 0.02402 2.05265
N 4.95100 0.59492 2.61325
C 4.00694 1.64092 2.76452
C 4.46465 -0.80059 2.58329
H 6.34474 1.93081 1.98939
H 3.50099 1.47604 3.71580
H 3.28935 1.38613 1.98461
H 4.34442 2.65651 2.55767
H 5.12722 -1.66510 2.62470
H 3.69945 -0.99290 3.33535
H 4.03128 -0.89242 1.58737
C -6.96025 -1.22027 5.27443
O -7.51537 -1.17473 6.39106
N -6.67595 -0.17868 4.42965
C -5.98518 -0.41078 3.17932
C -6.75483 1.27813 4.75805
H -6.58488 -2.17472 4.87402
H -6.41366 0.11704 2.32732
H -5.93309 -1.49906 3.14720
H -4.95939 -0.08482 3.35139
H -7.16424 1.84488 3.92182
H -7.42760 1.34063 5.61336
H -5.81321 1.72495 5.07712
Cl 0.98306 -6.37388 0.13953
C 0.78311 -5.10203 -1.07174
C 1.40548 -3.81310 -0.73443
Cl 0.69302 -3.22748 0.84204
H -0.27066 -5.06531 -1.34799
H 1.30212 -5.52679 -1.93099
H 1.26576 -3.03839 -1.48835
H 2.46482 -3.82230 -0.47787
Cl 2.79747 1.08928 -5.88247
C 1.29054 1.90138 -6.49753
C 1.21049 3.36439 -6.16431
Cl 2.64328 4.26294 -6.95140
H 0.41746 1.40042 -6.07936
H 1.12154 1.85940 -7.57353
H 1.29430 3.42438 -5.07920
H 0.24930 3.81240 -6.41631
Cl 2.33837 9.19433 0.17968
C 2.81410 7.51473 0.39645
C 2.21348 7.04150 1.74134
Cl 2.56838 5.35884 2.15255
H 3.89148 7.42381 0.53462
H 2.46665 7.03999 -0.52116
H 1.12827 7.12699 1.68573
H 2.64188 7.69453 2.50169
Cl -1.21589 -1.67294 5.64517
C 0.24016 -1.05584 4.77045
C 1.61210 -1.52957 5.31329
Cl 1.70113 -1.50432 7.15070
H 0.28960 0.03302 4.77672
H 0.24761 -1.36682 3.72578
H 2.51532 -1.04113 4.94762
H 1.84367 -2.51285 4.90384
Cl -4.49930 -5.13676 4.07283
C -2.88778 -4.98858 4.95094
C -2.85996 -5.68708 6.29877
Cl -3.32270 -7.37661 6.02221
H -2.87838 -3.91020 5.10942
H -2.15771 -5.35772 4.23064
H -3.59366 -5.37915 7.04373
H -1.88486 -5.64453 6.78401
C -2.67101 -2.00618 2.12874
C -2.20147 -0.54812 2.00345
O -1.37123 -0.61589 0.77815
P -0.02996 0.33076 0.69760
O 1.00368 0.07798 1.74247
O 0.46041 0.06332 -0.85532
C 1.51880 0.62373 -1.42431
C 1.07788 1.38971 -2.65930
O -0.50288 1.92369 0.69677
C 0.37006 2.89140 1.26506
C -0.05753 3.05522 2.68914
H -1.83755 -2.67139 2.35442
H -3.40873 -2.32602 2.86467
H -3.22569 -2.42267 1.28793
H -3.07133 0.05946 1.75383
H -1.79921 -0.13932 2.93037
H 2.16983 1.25164 -0.81604
H 2.15626 -0.19176 -1.76595
H 0.30833 0.83539 -3.19654
H 0.69868 2.34358 -2.29264
H 1.95625 1.70573 -3.22205
H 1.41419 2.58589 1.19758
H 0.22815 3.77313 0.64015
H 0.77073 3.50601 3.23582
H -1.01787 3.56374 2.77427
H -0.26820 2.11050 3.19038
C -4.20466 -1.15254 -6.50249
C -3.64833 -2.54340 -6.01846
O -2.29850 -2.40898 -5.62834
P -1.89795 -2.89956 -4.09923
O -1.79130 -4.39963 -3.86668
O -0.50428 -2.09530 -3.90535
C 0.44435 -1.85147 -4.94863
C 1.72600 -2.73015 -4.72923
O -2.90408 -2.02769 -3.20278
C -2.87502 -2.09909 -1.74223
C -4.07364 -1.31155 -1.19603
H -3.85915 -0.91224 -7.50796
H -5.28664 -1.21741 -6.38752
H -3.97868 -0.35091 -5.79934
H -4.39314 -2.82261 -5.27321
H -3.64720 -3.17854 -6.90430
H -0.05757 -2.08789 -5.88686
H 0.70500 -0.79965 -5.06624
H 1.37733 -3.67584 -4.31427
H 2.16211 -2.91668 -5.71061
H 2.28671 -2.15403 -3.99316
H -2.68950 -3.09778 -1.34689
H -1.99872 -1.53667 -1.41991
H -4.88900 -1.95880 -0.87298
H -3.88144 -0.70387 -0.31180
H -4.45746 -0.74818 -2.04656

## Properties
Frontier orbital gap (spin up / spin down)   1.60 / 8.64 eV
Lowest unoccupied orbital energy (spin up / spin down)   1.7 / 1.7 eV
HOMO (spin up / spin down)   0.130 / -6.948 eV
Charge   -1
Spin multiplicity   2
E   -204096.0997 eV

Below is 2 unconnected molecules or ions with the total composition C8H6O3S, with properties calculated with the ωB97M-V functional and the def2-TZVPD basis.

Atoms and positions in Å:
C 1.59547 -1.12528 -1.48791
C 0.66799 -0.13618 -1.82759
C 1.55231 -1.63785 -0.22052
C -0.40410 0.24528 -0.98178
C 0.54891 -1.24963 0.70273
C -0.36689 -0.31930 0.33554
C 0.27990 -1.62579 2.03788
C -1.29347 -0.07737 1.46333
O -1.71618 3.29736 -0.29091
O 0.02981 2.77442 1.39892
O -0.74944 -0.96882 2.45425
S -0.31142 3.05208 -0.04665
H 2.30574 -1.48867 -2.22851
H 0.47101 0.28655 -2.84887
H 2.23671 -2.47193 0.02193
H -1.18699 0.71198 -1.45616
H -1.34989 0.94506 1.79671
H -2.30946 -0.21190 1.17762

## Properties
Frontier orbital gap (spin up / spin down)   5.05 / 8.05 eV
Lowest unoccupied orbital energy (spin up / spin down)   -1.5 / -1.5 eV
HOMO (spin up / spin down)   -6.539 / -9.514 eV
Spin multiplicity   3
E   -25365.5497 eV

> What is the formula in the fourth record?

C8H6O3S